Entry from the Open Molecules 2025 dataset: a structure of composition C11H4F5IrN2O6Te (ωB97M-V with the def2-TZVPD basis set).

Values from the calculation:
- energy relative to the best compared isomer or geometry (same formula, charge and spin) (eV) = 0.335

Last column: natural (NBO) charge in e.
Cartesian coordinates (Å):
F: -3.677114 -0.164874 2.103386  -0.61
H: 1.450472 0.105742 -1.493623  0.26
H: 2.275837 -1.685863 -3.018921  0.26
O: 4.006678 3.267398 2.856444  -0.43
C: -0.498080 -3.161868 -1.751692  -0.18
C: 1.498894 1.917907 0.771729  0.16
O: -2.019690 1.866719 1.541152  -1.05
H: -1.760087 -2.199630 -0.306262  0.23
O: 3.010711 3.682513 0.092739  -0.49
H: -1.091199 -4.062929 -1.798089  0.25
C: 2.468999 1.371971 2.854730  0.40
O: 0.657276 1.773166 -0.217740  -0.58
C: 1.088765 -4.076624 -3.385212  0.24
C: 0.933478 -0.839523 -1.588432  0.08
C: 1.426901 1.075871 1.852366  0.20
F: -5.321198 0.727568 0.446643  -0.58
F: -4.617337 2.402596 2.205672  -0.58
N: 1.438748 -4.924070 -4.075078  -0.22
C: -0.875575 -2.126485 -0.925062  0.06
Te: -3.679994 1.353125 1.025819  3.40
N: -0.173097 -0.988167 -0.850549  -0.43
O: 2.743490 0.781477 3.863621  -0.48
C: 3.182667 2.615192 2.295921  0.40
C: 1.379837 -1.833418 -2.434638  -0.19
O: 0.516516 0.146358 1.884288  -0.57
Ir: -0.876269 0.486696 0.400599  1.37
F: -3.791631 2.521657 -0.405369  -0.60
C: 0.652777 -3.015151 -2.518706  -0.09
C: 2.605225 2.885413 0.895389  0.40
F: -2.956002 0.097232 -0.321127  -0.64

Force components x, y, z for each atom (eV/Å):
0.05 0.15 0.06
-0.05 -0.01 0.03
0.01 0.00 0.01
0.09 0.00 0.00
-0.03 -0.01 -0.02
0.71 -0.20 1.33
0.71 -0.52 -0.45
0.00 0.02 0.01
-0.02 0.04 0.04
0.01 -0.01 0.02
-0.10 -0.28 0.03
-2.20 -0.98 -0.40
0.00 -0.01 -0.01
0.09 0.05 -0.05
0.65 1.02 -0.56
0.24 0.01 -0.02
0.25 0.00 -0.06
0.00 0.00 -0.01
0.04 -0.05 -0.04
-1.90 0.27 0.17
0.32 0.35 0.45
-0.04 0.05 0.00
-0.09 0.03 0.02
-0.06 -0.08 -0.02
-1.82 -0.52 -0.86
2.57 0.41 0.25
0.00 0.10 0.22
0.03 0.06 0.03
-0.15 -0.11 -0.32
0.67 0.21 0.15

=====

Entry from the Open Molecules 2025 dataset: a structure of composition C11H4GaN2O5 (ωB97M-V with the def2-TZVPD basis set).

Values from the calculation:
- charge = +3
- DFT total energy (eV) = -77029.6568

Last column: natural (NBO) charge in e.
Cartesian coordinates (Å):
C: -1.456220 -2.324315 0.375752  -0.15
Ga: 0.151471 1.464951 -0.231628  1.06
O: 0.609469 6.118283 -0.935875  -0.34
O: 2.448271 1.363039 -2.598215  -0.18
O: 2.520736 2.058843 1.983549  -0.18
N: -0.592315 -5.718036 0.898277  -0.02
C: -1.310555 1.819074 -1.768199  0.55
C: -0.324414 -3.137527 0.502994  0.03
H: -2.455372 -2.756132 0.458619  0.31
C: 1.698260 1.960668 1.185074  0.55
C: 0.501330 4.994230 -0.766249  0.44
C: -0.463052 -4.571080 0.693469  0.15
C: -1.255067 2.260434 1.184583  0.55
C: 1.083843 -1.230241 0.157973  0.05
O: -2.124281 1.823059 -2.579126  -0.18
N: -0.031901 -0.476776 0.071646  -0.67
H: -2.151745 -0.271292 0.076938  0.24
H: 1.854268 -3.185793 0.459536  0.31
C: -1.292959 -0.958935 0.153946  0.05
C: 0.948110 -2.578141 0.381171  -0.14
H: 2.041284 -0.689287 0.080824  0.23
C: 1.648243 1.518340 -1.773314  0.55
O: -2.047402 2.516634 1.988253  -0.18

Force components x, y, z for each atom (eV/Å):
-0.61 0.59 -0.02
-0.01 -0.89 0.16
-0.32 -3.38 0.51
-4.24 0.93 4.36
-3.74 -0.34 -3.63
0.32 2.59 -0.53
-3.91 0.03 -3.89
-0.15 -0.96 -0.23
0.25 0.15 -0.05
4.08 0.53 3.92
0.28 3.00 -0.45
-0.30 -1.60 0.56
-4.40 1.45 4.43
-0.16 -0.16 0.25
3.60 0.10 3.54
-0.26 2.56 -0.51
0.49 -0.43 0.00
-0.39 0.06 -0.01
-0.02 -1.45 0.40
1.19 -0.09 0.01
-0.37 -0.67 0.03
4.59 -0.84 -4.72
4.08 -1.20 -4.12

=====

no.,maximum force (eV/Å)
1,2.61
2,6.63